Record 1
{"formula": "C5H13N3", "method": "ωB97M-V/def2-TZVPD", "e_above_lowest_kcal_mol": 32.4, "largest_force_ev_per_a": 1.465, "gap_ev": 9.39, "homo_ev": -8.52, "smiles": "[H]/N=C(\\C)N(C)C.C=N", "symbols": ["H", "N", "C", "C", "N", "C", "C", "H", "H", "H", "H", "H", "H", "H", "H", "H", "C", "N", "H", "H", "H"], "coordinates": [[-0.03, 0.87, -2.77], [0.44, 0.37, -2.02], [0.07, 0.75, -0.85], [-0.80, 1.95, -0.57], [0.61, 0.10, 0.24], [0.55, 0.64, 1.58], [1.67, -0.86, 0.04], [-1.68, 1.67, 0.01], [-0.24, 2.71, -0.02], [-1.13, 2.39, -1.51], [-0.43, 1.07, 1.79], [0.73, -0.18, 2.28], [1.31, 1.41, 1.76], [1.43, -1.78, 0.58], [2.63, -0.47, 0.38], [1.72, -1.10, -1.02], [-1.58, -1.61, 0.16], [-0.92, -2.68, 0.27], [-2.05, -1.20, 1.04], [-1.80, -1.04, -0.79], [-0.48, -3.01, -0.58]]}

---

Record 2
{"formula": "C5H13N3", "method": "ωB97M-V/def2-TZVPD", "e_above_lowest_kcal_mol": 142.1, "largest_force_ev_per_a": 8.405, "gap_ev": 8.73, "homo_ev": -7.89, "smiles": "CC(C)=NNCCN", "symbols": ["C", "C", "C", "N", "N", "C", "C", "N", "H", "H", "H", "H", "H", "H", "H", "H", "H", "H", "H", "H", "H"], "coordinates": [[-1.92, -1.12, 0.52], [-1.54, 0.01, -0.25], [-2.28, 1.38, -0.22], [-0.40, 0.16, -0.84], [0.10, -1.10, -0.80], [1.23, -1.12, 0.14], [2.37, 0.04, -0.13], [1.92, 1.40, 0.17], [-2.90, -1.29, 0.85], [-1.13, -0.60, 1.31], [-1.50, -2.19, 0.12], [-1.87, 1.77, -1.25], [-1.85, 2.13, 0.73], [-3.43, 1.33, -0.12], [0.78, -1.45, -1.65], [0.97, -0.83, 1.21], [1.77, -2.15, 0.07], [3.07, 0.01, -1.08], [3.43, 0.09, 0.48], [1.14, 1.71, -0.41], [2.02, 1.82, 1.15]]}

---

Record 3
{"formula": "C5H13N3", "method": "ωB97M-V/def2-TZVPD", "e_above_lowest_kcal_mol": 57.4, "largest_force_ev_per_a": 1.173, "gap_ev": [7.33, 7.34], "homo_ev": [-6.49, -6.49], "symbols": ["C", "C", "C", "C", "C", "N", "N", "N", "H", "H", "H", "H", "H", "H", "H", "H", "H", "H", "H", "H", "H"], "coordinates": [[0.62, -0.56, 0.32], [-0.48, -1.02, -0.58], [-1.58, 0.04, -0.72], [2.54, 1.50, 1.33], [-2.72, -0.42, -1.63], [2.74, 0.66, 0.18], [1.71, -0.06, -0.25], [0.45, -0.75, 1.68], [1.73, -0.16, -1.27], [-0.50, -0.60, 2.00], [1.12, -0.27, 2.27], [-0.91, -1.95, -0.18], [-0.10, -1.26, -1.58], [-1.99, 0.27, 0.27], [-1.14, 0.96, -1.12], [3.37, 2.21, 1.32], [2.58, 0.97, 2.28], [1.58, 2.05, 1.28], [-3.46, 0.36, -1.74], [-2.34, -0.66, -2.62], [-3.21, -1.30, -1.23]]}

---

Record 4
{"formula": "C5H13N3", "method": "ωB97M-V/def2-TZVPD", "total_charge": 2, "e_above_lowest_kcal_mol": 44.2, "largest_force_ev_per_a": 5.305, "gap_ev": 9.55, "homo_ev": -17.67, "symbols": ["C", "C", "C", "C", "C", "N", "N", "N", "H", "H", "H", "H", "H", "H", "H", "H", "H", "H", "H", "H", "H"], "coordinates": [[-1.44, -1.52, -0.81], [-0.22, -0.97, -0.96], [-0.49, 0.78, 1.32], [1.11, -1.56, -1.53], [-0.15, 0.48, -0.56], [-1.02, 1.92, 1.62], [-0.20, -0.16, 2.13], [1.20, 1.12, -0.77], [-2.13, -1.10, -0.11], [-1.55, -2.46, -1.21], [1.49, -0.98, -2.32], [1.94, -1.46, -0.69], [0.92, -2.56, -1.83], [-0.89, 1.10, -0.95], [-1.78, 2.47, 1.14], [-1.12, 2.13, 2.67], [0.38, -0.90, 2.01], [-0.63, -0.21, 3.06], [1.34, 2.12, -1.12], [1.73, 0.47, -1.30], [1.54, 1.29, 0.20]]}

---

Record 5
{"formula": "C5H13N3O", "method": "ωB97M-V/def2-TZVPD", "e_above_lowest_kcal_mol": 124.0, "largest_force_ev_per_a": 4.131, "gap_ev": 9.07, "homo_ev": -8.23, "symbols": ["C", "C", "C", "C", "N", "N", "C", "N", "O", "H", "H", "H", "H", "H", "H", "H", "H", "H", "H", "H", "H", "H"], "coordinates": [[-0.58, -0.90, 0.49], [1.19, -0.31, -1.56], [2.05, 0.72, 0.45], [-0.55, -1.76, 1.70], [0.90, 0.15, -0.22], [-1.75, 1.02, -0.10], [-0.56, 0.59, 0.63], [-1.94, 0.88, -1.49], [-0.42, 1.12, 1.77], [-2.17, 1.81, 0.38], [-1.01, -1.35, -0.41], [-2.93, 0.97, -1.70], [-1.44, 1.61, -2.00], [2.00, -1.04, -1.53], [0.31, -0.75, -2.04], [2.52, 1.51, -0.16], [2.81, -0.05, 0.64], [1.78, 1.22, 1.38], [1.48, 0.52, -2.22], [-1.57, -2.12, 1.91], [0.06, -2.65, 1.50], [-0.19, -1.21, 2.57]]}

---

Record 6
{"formula": "C5H13N3O", "method": "ωB97M-V/def2-TZVPD", "e_above_lowest_kcal_mol": 256.8, "largest_force_ev_per_a": 8.846, "gap_ev": 8.89, "homo_ev": -8.98, "symbols": ["C", "C", "C", "C", "C", "H", "H", "H", "H", "H", "H", "H", "H", "H", "H", "H", "H", "H", "N", "N", "N", "O"], "coordinates": [[-1.65, -0.27, -1.67], [-0.98, 0.15, -0.20], [-1.02, 1.65, 0.24], [0.07, -1.42, 1.40], [2.23, 0.07, -0.46], [-2.66, 0.30, -1.77], [-1.09, -0.19, -2.93], [-1.99, -1.39, -1.55], [-1.74, -0.49, 0.44], [-1.17, 1.61, 1.48], [-1.91, 2.25, 0.15], [0.01, 2.31, 0.12], [1.41, -1.58, 1.30], [-0.46, -2.86, 1.26], [-0.52, -0.56, 2.49], [1.13, -1.34, -1.49], [2.67, 1.49, 0.93], [1.24, 0.41, 1.34], [0.04, -0.66, 0.14], [1.24, -0.68, -0.66], [1.75, 1.18, 0.37], [3.39, 0.02, -0.94]]}

---

Record 7
{"formula": "C5H13N3O", "method": "ωB97M-V/def2-TZVPD", "e_above_lowest_kcal_mol": 98.4, "largest_force_ev_per_a": 2.712, "gap_ev": 9.16, "homo_ev": -8.36, "symbols": ["C", "N", "N", "C", "O", "H", "H", "H", "H", "H", "H", "C", "C", "C", "N", "H", "H", "H", "H", "H", "H", "H"], "coordinates": [[1.91, 0.73, -1.27], [0.90, 0.61, -0.24], [1.37, 1.14, 0.97], [-0.80, 1.32, -0.49], [-1.11, 2.02, 0.47], [0.58, 1.58, 1.46], [1.78, 0.42, 1.57], [-0.72, 1.72, -1.51], [2.17, 1.78, -1.39], [1.50, 0.34, -2.20], [2.82, 0.17, -1.02], [0.44, -1.77, 0.54], [-2.22, -0.55, 0.60], [-1.22, -0.26, -0.51], [0.11, -0.76, -0.42], [-1.65, -0.51, -1.49], [1.50, -2.00, 0.46], [0.21, -1.47, 1.57], [-0.13, -2.67, 0.29], [-3.15, -0.03, 0.38], [-2.43, -1.62, 0.67], [-1.85, -0.19, 1.56]]}

---

Record 8
{"formula": "C5H13N3O", "method": "ωB97M-V/def2-TZVPD", "e_above_lowest_kcal_mol": 146.4, "largest_force_ev_per_a": 3.057, "gap_ev": 8.79, "homo_ev": -8.08, "symbols": ["C", "C", "C", "C", "N", "N", "C", "O", "N", "H", "H", "H", "H", "H", "H", "H", "H", "H", "H", "H", "H", "H"], "coordinates": [[1.14, 0.37, 0.19], [1.34, 0.63, -1.32], [-0.78, 0.22, 0.69], [1.39, 1.67, 0.96], [-0.37, -0.76, -0.05], [2.11, -0.58, 0.62], [-3.51, -1.42, -0.11], [1.24, -0.54, -2.08], [-2.62, -1.90, -0.84], [0.36, -0.92, -1.87], [-1.57, -1.78, -0.52], [2.22, -1.34, -0.04], [1.94, -0.92, 1.56], [0.61, 1.39, -1.65], [2.35, 1.02, -1.48], [-0.70, 0.40, 1.77], [-1.64, 0.80, 0.32], [0.75, 2.48, 0.61], [1.24, 1.53, 2.03], [2.42, 1.98, 0.82], [-3.34, -0.90, 0.84], [-4.55, -1.43, -0.43]]}

---

Please write out number 6 again, unchanged.
{"formula": "C5H13N3O", "method": "ωB97M-V/def2-TZVPD", "e_above_lowest_kcal_mol": 256.8, "largest_force_ev_per_a": 8.846, "gap_ev": 8.89, "homo_ev": -8.98, "symbols": ["C", "C", "C", "C", "C", "H", "H", "H", "H", "H", "H", "H", "H", "H", "H", "H", "H", "H", "N", "N", "N", "O"], "coordinates": [[-1.65, -0.27, -1.67], [-0.98, 0.15, -0.20], [-1.02, 1.65, 0.24], [0.07, -1.42, 1.40], [2.23, 0.07, -0.46], [-2.66, 0.30, -1.77], [-1.09, -0.19, -2.93], [-1.99, -1.39, -1.55], [-1.74, -0.49, 0.44], [-1.17, 1.61, 1.48], [-1.91, 2.25, 0.15], [0.01, 2.31, 0.12], [1.41, -1.58, 1.30], [-0.46, -2.86, 1.26], [-0.52, -0.56, 2.49], [1.13, -1.34, -1.49], [2.67, 1.49, 0.93], [1.24, 0.41, 1.34], [0.04, -0.66, 0.14], [1.24, -0.68, -0.66], [1.75, 1.18, 0.37], [3.39, 0.02, -0.94]]}